w:
Density functional theory data (the ωB97M-V functional and the def2-TZVPD basis) for a cluster of 2 separate species, C5H7Br in total.

Output
- HOMO energy: -9.45 eV
- SMILES: C#CBr.C=CC
- Molar mass: 147.02 g mol⁻¹
- Gap between HOMO and LUMO: 10.08 eV
- Charge: 0
- LUMO level: 0.629 eV

Bonds (Å) are listed after each position.
Geometry (Å):
1 C -3.076 -0.306 -0.528  C2 1.204, H4 1.011
2 C -3.217 -1.500 -0.467  C1 1.204, Br3 1.838
3 Br -3.784 -3.220 -0.153  C2 1.838
4 H -2.732 0.582 -0.867  C1 1.011
5 C -0.035 -0.203 0.711  C6 1.314, H8 1.048, H9 1.039
6 C 0.181 0.598 -0.308  C5 1.314, C7 1.546, H10 1.049
7 C 0.638 0.149 -1.715  C6 1.546, H11 1.070, H12 1.102, H13 1.055
8 H -0.359 0.217 1.615  C5 1.048
9 H -0.002 -1.242 0.672  C5 1.039
10 H 0.127 1.641 -0.207  C6 1.049
11 H 1.702 0.044 -1.715  C7 1.070
12 H 0.494 0.822 -2.576  C7 1.102
13 H 0.285 -0.842 -1.798  C7 1.055


x:
Density functional theory data (the ωB97M-V functional and the def2-TZVPD basis) for the molecule C5H7Br.

Output
- HOMO energy: -9.53 eV
- SMILES: C=C1CC(Br)C1
- Molar mass: 147.02 g mol⁻¹
- Gap between HOMO and LUMO: 10.53 eV
- Charge: 0
- LUMO level: 0.996 eV

Bonds (Å) are listed after each position.
Geometry (Å):
1 C 0.932 -1.751 0.154  C2 1.311, H7 1.080, H8 1.127
2 C 0.233 -0.643 0.113  C1 1.311, C3 1.512, C6 1.517
3 C -1.155 -0.077 0.309  C2 1.512, C4 1.571, H9 1.065, H10 1.067
4 C -0.653 1.234 -0.395  C3 1.571, Br5 1.914, C6 1.539, H11 1.159
5 Br -1.302 2.889 0.314  C4 1.914
6 C 0.790 0.735 -0.197  C2 1.517, C4 1.539, H12 1.035, H13 1.017
7 H 1.965 -1.765 -0.160  C1 1.080
8 H 0.533 -2.686 0.640  C1 1.127
9 H -1.911 -0.678 -0.139  C3 1.065
10 H -1.470 -0.129 1.327  C3 1.067
11 H -0.717 1.126 -1.547  C4 1.159
12 H 1.363 1.073 0.595  C6 1.035
13 H 1.393 0.671 -1.013  C6 1.017


Energy ordering: x at the bottom, the next structure 1.642 eV above.